Formula: C52H86N8O10S5
Source: the OMol25 dataset
Level of theory: wB97M-V/def2-TZVPD

ORCA input file:
```
! wB97M-V def2-TZVPD RIJCOSX def2/J DEFGRID3
* xyz 0 1
S -1.247 6.602 -1.547
S 4.306 -3.351 -4.294
S 1.806 4.611 2.633
S 1.850 -2.161 4.356
S 0.533 -1.484 0.390
O 5.304 -2.954 -5.272
O 2.584 5.850 2.441
O 1.731 -0.852 -0.050
O -2.673 6.681 -1.948
O 4.673 -4.421 -3.362
O 0.696 -1.366 3.984
O 1.959 -3.622 4.173
O -0.551 5.368 -1.113
O 0.450 4.624 3.221
O 0.574 -2.839 0.977
N -3.280 4.001 0.786
N 4.655 -2.441 0.997
N 0.671 2.492 7.358
N 5.477 -0.231 -0.743
N -0.895 -9.107 -0.412
N -5.804 -1.910 0.128
N -6.223 2.186 -1.287
N -5.422 -2.196 -7.598
C -2.403 -2.482 -5.569
C 2.760 2.139 2.925
C -2.230 -5.879 -0.055
C 3.434 -1.313 3.836
C -0.042 7.450 -2.787
C 1.820 3.554 1.120
C -4.135 -0.585 -5.913
C -0.532 0.714 6.663
C -5.576 -3.989 -0.517
C -1.255 0.605 0.362
C 2.209 -1.903 6.117
C -5.796 -3.139 0.557
C -2.190 -7.159 0.874
C -4.088 3.174 1.526
C 3.643 -1.390 6.271
C -0.581 1.653 5.602
C -5.520 1.829 -2.403
C -2.127 3.442 2.617
C 0.196 2.738 6.114
C 1.866 -2.458 -5.238
C -5.612 -1.842 -1.215
C 3.931 -0.487 5.093
C -5.427 -3.199 -1.660
C 2.726 -3.759 -5.220
C -0.760 -1.410 -0.961
C 6.590 1.428 -1.594
C -3.451 2.946 2.693
C -0.914 7.954 -0.306
C -5.012 2.972 -2.935
C -2.926 -6.331 -1.365
C -1.087 0.109 -1.025
C 0.261 1.169 7.685
C 0.221 8.900 -2.203
C -0.365 -0.226 1.414
C 5.281 1.534 -2.056
C 2.782 3.438 3.621
C -4.848 -1.491 -6.841
C 3.462 -6.093 -0.761
C 3.811 -4.848 1.465
C 3.689 -1.823 -3.488
C -1.456 -8.266 0.174
C -2.626 -0.959 -5.983
C -2.044 4.171 1.392
C 6.775 0.166 -0.964
C -5.399 3.962 -2.215
C 4.254 -3.505 1.267
C 2.843 2.398 1.405
C -6.317 3.579 -1.308
C 4.657 0.706 -1.238
C 2.178 -1.699 -3.973
C 0.349 8.646 -0.775
C 2.888 -5.242 0.328
H -2.637 -7.311 -1.744
H 4.382 -5.624 -1.110
H -0.370 -1.936 -1.833
H 2.026 -5.822 0.657
H 3.346 -4.848 2.451
H -0.658 9.525 -2.359
H -2.734 -5.023 0.394
H 1.982 -0.637 -4.121
H 1.766 -2.694 6.723
H 0.523 3.638 5.614
H 1.192 3.145 7.926
H -2.297 0.589 0.681
H -3.274 -7.272 0.914
H -4.350 0.411 -6.299
H -2.090 -0.299 -5.300
H 4.989 -0.227 5.070
H 0.810 -2.720 -5.305
H -1.638 8.766 -0.372
H 4.739 2.310 -2.578
H -0.871 7.569 0.713
H 3.585 0.630 -1.133
H 3.438 1.343 3.234
H 3.740 3.932 3.461
H -5.120 -3.470 -2.660
H 4.701 -5.473 1.543
H 2.249 -4.558 -4.652
H 1.770 1.737 3.141
H -5.023 2.885 1.069
H -2.958 -5.547 -2.122
H -1.720 -2.651 -4.736
H 3.837 -0.900 7.226
H -2.266 -0.818 -7.002
H 1.083 9.328 -2.716
H -4.468 -0.748 -4.888
H -1.123 -0.808 1.937
H 3.417 0.450 5.308
H 1.555 -2.174 -3.215
H -6.685 1.505 -0.700
H 0.383 9.590 -0.232
H 3.241 -0.895 2.848
H -5.542 -0.873 -1.687
H -1.222 -5.696 -0.427
H 2.812 -6.123 -1.635
H -3.610 4.365 -0.097
H 0.805 3.156 1.115
H -7.008 4.069 -0.637
H -4.384 3.043 -3.811
H 0.570 0.707 8.611
H 3.043 -4.226 -6.153
H -5.825 -3.515 1.569
H -4.010 -6.368 -1.264
H -0.936 1.541 4.588
H -0.161 0.603 -1.316
H -5.430 -5.059 -0.505
H 5.202 -0.874 -0.015
H 2.671 1.493 0.823
H 4.279 -0.907 -3.459
H -5.399 0.822 -2.773
H -5.122 4.970 -2.486
H 2.326 3.478 4.610
H -6.053 -1.128 0.716
H 7.564 -0.263 -0.365
H -1.780 -6.988 1.869
H 1.238 8.040 -0.599
H -1.697 -1.839 -0.606
H -1.326 3.311 3.329
H -3.908 2.523 3.575
H 1.996 4.304 0.349
H 3.597 -2.040 -2.424
H 4.220 -2.036 3.618
H 1.640 -0.977 6.197
H -0.644 7.489 -3.695
H -2.064 -3.152 -6.359
H -2.034 0.417 -1.470
H 4.285 -2.271 6.309
H -0.961 1.653 0.420
H -1.273 4.793 0.963
H 3.664 -7.125 -0.475
H -3.354 -2.958 -5.328
H 0.418 0.178 2.057
H 2.446 -4.300 0.004
H 7.362 2.105 -1.929
H -0.848 -0.319 6.671
H 3.854 2.667 1.098
H 2.198 -1.861 -6.087
H 0.849 6.900 -3.090
*
```

Kohn-Sham gap: 7.887 eV
calculated total energy: -5214.03511 a.u.

Atom charges from the Mulliken analysis, given in e for atoms 1 to 2:
1. S 0.994
2. S 1.020

=====

Formula: C52H88F4N3O19
Source: the OMol25 dataset
Level of theory: wB97M-V/def2-TZVPD

ORCA input file:
```
! wB97M-V def2-TZVPD RIJCOSX def2/J DEFGRID3
* xyz 1 1
F -2.170 -5.624 -0.572
F 0.113 -7.327 -2.043
F -0.038 -6.644 -0.021
F -1.964 -6.312 -2.597
O -0.559 -3.629 -6.320
O 2.669 7.934 2.696
O -0.526 8.753 -1.409
O -4.476 -1.371 -1.463
O 7.030 -1.050 0.543
O 4.789 -3.398 -0.143
O -3.559 0.608 -1.569
O -6.833 4.650 4.637
O -1.518 -3.184 3.105
O 5.709 -4.461 0.190
O 0.478 0.581 -0.982
O 1.963 6.346 1.366
O 5.983 0.763 -0.074
O -7.748 2.769 3.975
O 0.297 2.685 4.810
O -1.571 2.627 3.673
O 0.523 10.669 -1.585
O -0.082 2.731 -1.288
O 0.627 -5.451 -6.853
N 2.978 -6.025 2.709
N 2.533 -1.858 -1.254
N 1.831 -5.018 -2.824
C 7.568 -2.155 2.654
C 2.257 -3.559 -2.857
C 3.401 -3.696 2.874
C 0.478 -3.443 -0.061
C -0.081 -5.223 -4.614
C 6.774 0.264 0.681
C -2.897 2.129 3.456
C -5.546 0.380 -2.854
C -0.481 10.049 -1.789
C -1.721 7.969 -1.453
C -8.405 1.531 4.263
C -7.510 3.705 4.921
C 1.740 -4.228 -0.467
C -9.913 1.661 4.235
C 3.156 -7.441 -1.057
C 0.055 -1.987 -3.492
C -0.575 -0.026 -1.768
C -8.155 3.576 6.283
C 0.039 -4.798 -6.044
C 8.049 -1.728 1.282
C 0.257 1.853 -0.556
C 1.289 -5.639 -4.083
C 3.459 -4.982 3.356
C 2.535 7.555 1.568
C 2.701 -3.300 -1.369
C -1.956 7.387 -2.833
C 0.019 -6.220 -1.285
C -3.952 3.008 4.094
C 2.851 -3.472 1.640
C -0.350 -3.964 1.128
C 2.338 -6.596 -1.265
C 4.150 -3.802 -1.325
C -5.579 -2.264 -1.666
C -0.027 -0.478 -3.115
C 3.050 8.342 0.387
C 1.607 5.856 0.074
C 7.408 1.044 1.806
C 3.351 0.405 -1.798
C 3.695 -1.069 -1.711
C 1.397 -5.456 -1.409
C -0.327 -3.060 2.352
C -4.472 -0.096 -1.907
C 1.473 -2.558 -3.715
C -1.376 -5.566 -1.636
C 0.518 2.108 0.881
C -0.858 2.363 4.784
C 2.452 -5.778 1.506
C -1.541 1.727 5.973
C -1.657 10.653 -2.521
C 2.789 5.202 -0.612
C 2.379 -4.548 0.902
C -5.523 -2.945 -3.017
H -2.411 1.126 5.721
H -2.614 10.185 -2.306
H 5.739 -4.368 1.153
H 3.163 -3.656 -3.448
H 4.534 -1.156 -1.032
H -0.704 -6.105 -4.660
H 1.475 -3.040 -4.688
H -0.664 -0.018 -3.859
H -0.590 -2.596 -2.881
H 3.908 -5.164 4.317
H 0.757 -2.432 0.162
H -10.380 0.690 4.396
H -2.104 8.167 -3.579
H -1.093 6.797 -3.140
H 2.108 -1.698 -3.858
H 7.578 2.059 1.458
H 8.357 0.643 2.152
H -0.196 -2.031 2.070
H 1.150 6.643 -0.529
H -1.069 -0.804 -1.211
H -1.724 11.700 -2.240
H -6.524 -1.746 -1.504
H 8.287 -2.602 0.678
H -9.069 4.168 6.290
H -2.966 1.089 3.775
H -3.020 2.132 2.373
H -1.511 -4.056 3.507
H 3.596 5.913 -0.788
H -2.836 6.744 -2.828
H 2.345 -1.540 -0.316
H -3.869 4.029 3.727
H -0.409 -2.022 -4.470
H 3.778 -2.880 3.461
H -0.142 2.876 1.246
H 4.013 -1.402 -2.693
H 7.304 -1.299 3.274
H 0.510 -3.339 2.987
H 1.518 2.530 0.919
H -4.577 -3.477 -3.130
H 8.343 -2.723 3.168
H 2.914 9.398 0.599
H 3.192 4.408 0.018
H -1.317 0.733 -1.939
H 6.709 1.075 2.641
H 1.358 -6.709 -3.980
H -5.483 -3.001 -0.872
H 4.724 -3.449 -2.178
H -5.735 1.429 -2.646
H 8.954 -1.124 1.335
H -1.840 2.518 6.660
H 0.488 1.231 1.497
H -10.273 2.345 5.004
H 6.677 -2.778 2.565
H -8.075 0.857 3.474
H -1.330 -4.556 -2.008
H 2.538 8.133 -0.550
H 2.755 -5.440 -2.840
H 0.953 -0.047 -3.251
H -7.468 3.986 7.017
H -5.171 0.289 -3.873
H 4.177 -4.888 -1.357
H -1.559 7.161 -0.742
H -6.338 -3.661 -3.114
H -0.819 1.087 6.472
H 0.837 5.103 0.238
H 2.023 -5.391 -4.838
H 2.038 -6.635 1.032
H 3.698 -8.348 -1.027
H -0.125 -4.968 1.457
H -1.391 -3.961 0.840
H 4.280 0.950 -1.728
H 2.806 -2.460 1.293
H -10.237 2.050 3.271
H -3.842 3.045 5.179
H -4.951 2.640 3.862
H -0.162 -3.361 -0.919
H -8.045 1.116 5.205
H -5.598 -2.228 -3.835
H 2.491 4.771 -1.569
H -8.390 2.557 6.578
H 2.876 0.666 -2.735
H -0.624 -4.494 -4.042
H 2.744 0.721 -0.963
H -1.464 10.592 -3.591
H -6.487 -0.157 -2.774
H -0.848 -3.677 -7.242
H -2.577 8.540 -1.094
H 4.114 8.140 0.270
*
```

Kohn-Sham gap: 8.374 eV
calculated total energy: -4027.02479 a.u.

Atom charges from the Mulliken analysis, given in e for atoms 1 to 2:
1. F -0.282
2. F -0.324

=====

Formula: C52H89N10O
Source: the OMol25 dataset
Level of theory: wB97M-V/def2-TZVPD

ORCA input file:
```
! wB97M-V def2-TZVPD RIJCOSX def2/J DEFGRID3
* xyz 0 2
O -5.876 -4.812 0.739
N 3.870 -0.068 -7.348
N 1.411 5.041 1.806
N 6.320 7.346 2.701
N -1.213 -0.756 -2.859
N -3.240 2.099 0.787
N 0.319 2.591 -2.731
N -5.808 -2.335 5.680
N -4.877 -3.987 0.650
N 2.477 10.091 -4.613
N -1.258 -11.037 2.504
C 3.089 -2.437 2.346
C 5.961 7.293 1.610
C -7.396 -4.553 7.831
C -1.386 -10.147 1.789
C 2.686 1.703 -3.479
C -6.417 -3.270 5.956
C -4.273 -5.073 2.893
C -3.262 -5.656 -0.469
C 1.647 0.103 -5.165
C 1.351 2.205 -3.057
C -4.920 -2.633 2.714
C -0.680 -0.498 -1.496
C -0.600 -10.337 -1.086
C 0.561 -2.779 2.356
C 1.067 3.257 5.059
C 4.587 0.344 -8.146
C -4.988 -4.356 -1.777
C 1.608 9.563 -4.079
C 1.789 5.178 2.884
C 1.808 -2.432 3.070
C 4.424 -2.774 0.154
C -1.402 5.225 -0.009
C 6.769 1.453 -8.505
C 5.498 7.224 0.198
C -1.951 -1.197 0.762
C -6.078 -4.642 8.592
C -2.639 -3.413 1.847
C -4.161 -3.800 1.923
C -1.770 -9.508 -0.567
C 2.639 1.238 -4.938
C 1.789 -3.074 0.205
C -2.198 5.370 1.282
C 2.281 5.356 4.276
C -1.912 -0.267 -0.509
C 7.064 9.110 -0.492
C 0.862 8.605 -1.924
C -7.204 -4.480 6.313
C 6.617 7.674 -0.744
C 2.399 3.996 4.969
C 2.082 7.702 -1.785
C -4.012 -4.279 -0.509
C -2.177 4.099 2.134
C -1.551 -8.997 0.860
C 5.518 0.877 -9.175
C -2.776 2.970 1.377
C -2.114 -2.747 0.495
C -0.762 -3.496 0.112
C 3.044 -2.755 0.902
C 0.496 -3.095 0.939
C 0.485 8.880 -3.382
C -3.100 -3.015 -0.751
C 6.455 2.601 -7.552
H 1.875 -3.324 -0.878
H 3.418 2.505 -3.363
H -2.450 -2.663 2.670
H 5.204 6.197 -0.030
H -1.924 -8.654 -1.232
H 7.480 7.010 -0.637
H 7.376 2.998 -7.121
H -0.360 4.972 0.200
H -1.785 6.197 1.866
H -3.810 -2.152 -0.907
H -4.354 -2.424 3.655
H -0.848 -4.619 0.177
H 4.057 -2.213 2.852
H -2.867 -0.886 1.351
H -5.095 -4.942 3.651
H -2.473 -5.763 -1.271
H -5.949 -2.997 2.987
H -0.522 -3.286 -0.971
H -0.362 -2.775 2.972
H -3.950 -6.537 -0.621
H -2.407 -8.400 1.180
H 0.016 8.134 -1.419
H -0.660 -8.366 0.909
H 4.619 7.861 0.081
H -2.841 -0.266 -1.130
H -1.073 -0.921 1.400
H -2.515 -3.173 -1.689
H -1.152 3.841 2.409
H -3.230 5.636 1.037
H 0.259 7.947 -3.902
H 6.270 7.585 -1.776
H -2.746 4.251 3.054
H -8.173 -4.432 5.813
H -0.450 -11.239 -0.490
H 7.841 9.396 -1.204
H -5.577 -5.305 -1.750
H -4.971 -1.695 2.105
H 1.193 2.309 5.584
H 5.793 0.070 -9.856
H 7.481 9.231 0.510
H 1.588 6.004 4.818
H 2.294 7.511 -0.731
H -4.337 -6.039 2.334
H -2.679 -10.115 -0.607
H 1.916 6.741 -2.278
H -1.821 4.451 -0.656
H -3.324 -5.130 3.506
H 0.326 3.850 5.602
H -6.679 -5.366 5.950
H -5.503 -5.518 8.281
H -0.114 0.491 -1.578
H 2.974 8.162 -2.218
H 7.287 0.665 -7.953
H -5.462 -3.754 8.434
H -2.725 -5.809 0.505
H 4.300 -3.015 -0.930
H -1.805 0.799 -0.117
H 2.980 0.880 -2.823
H 5.001 -3.640 0.599
H 0.666 3.029 4.069
H -1.418 6.161 -0.572
H 3.116 3.369 4.432
H 7.455 1.808 -9.278
H 5.040 -1.863 0.351
H 0.067 -1.251 -1.149
H 6.228 9.805 -0.604
H -1.937 -0.076 -3.102
H 3.254 5.850 4.247
H 2.371 2.078 -5.586
H -1.561 -1.706 -2.969
H -5.650 -3.446 -1.790
H 3.633 0.906 -5.237
H 1.668 -0.215 -6.207
H 5.823 2.276 -6.723
H -0.787 -10.655 -2.114
H 5.004 1.648 -9.755
H 1.059 9.550 -1.409
H -0.400 9.517 -3.428
H 1.891 -0.761 -4.541
H -7.948 -3.675 8.176
H 1.812 -2.164 4.153
H 0.327 -9.757 -1.074
H -8.005 -5.429 8.070
H -6.264 -4.721 9.664
H -1.971 -4.292 2.089
H -4.336 -4.392 -2.700
H 0.624 0.411 -4.939
H 5.946 3.416 -8.074
H 2.793 4.144 5.977
*
```

Kohn-Sham gap (alpha / beta): 8.586 / 8.582 eV
calculated total energy: -2657.36382 a.u.

Atom charges from the Mulliken analysis, given in e for atoms 1 to 2:
1. O -0.696
2. N -0.377